A cluster of 4 separate species, C3H13O3S in total, computed with ωB97M-V with the def2-TZVPD basis set.

```
20
Properties=species:S:1:pos:R:3:forces:R:3:lowdin_charge:R:1
C -2.45737 -1.87616 -2.18495 1.9 0.7 -0.4 -0.156
C -1.92668 -0.41129 -2.25078 -0.7 -0.5 0.6 -0.354
C -1.25002 -0.09231 -0.88985 -0.6 -1.2 0.0 -0.695
S 0.42844 -0.83340 -0.63164 -0.3 0.4 -0.8 0.311
H -2.74548 -2.25106 -3.16079 -0.8 0.0 -0.1 0.049
H -1.58614 -2.47935 -1.92773 -0.1 -0.2 0.4 0.036
H -3.19730 -1.89884 -1.38654 -0.2 -0.4 -0.3 0.061
H -2.87000 0.15757 -2.39207 0.7 0.5 0.0 0.085
H -1.22478 -0.20679 -3.06517 -0.2 -0.2 -0.1 0.081
H -1.35283 0.96668 -0.67101 0.4 0.2 0.1 0.039
H -1.86486 -0.66051 -0.17184 -0.1 0.6 0.1 0.031
H 3.37225 -0.92186 3.03522 0.3 0.1 0.1 0.029
H 2.70533 0.32442 2.65897 -0.5 0.4 -0.3 -0.028
O 3.56351 0.02364 2.98207 0.0 -0.5 0.2 -0.091
H 0.77583 0.10895 0.96663 -0.4 0.2 0.6 -0.148
H 0.36441 1.33600 2.01922 0.0 -0.5 -0.3 0.013
O 0.81966 0.48433 1.94931 0.5 0.5 0.2 -0.225
H 3.09980 3.01370 2.37191 0.3 0.0 -0.2 0.029
H 2.29120 2.30975 1.33677 0.3 -0.1 -0.3 0.008
O 3.05503 2.90652 1.41228 -0.6 0.0 0.5 -0.075
```
Positions in Å, forces in eV/Å.

energy relative to the best compared isomer or geometry (same formula, charge and spin) = 18.8 kcal/mol
Kohn-Sham gap = 6.823 eV
total charge = -1
HOMO = -3.19 eV